No. 1
106
Properties=species:S:1:pos:R:3:forces:R:3 method="wB97M-V/def2-TZVPD" lumo_energy_ev=0.4 homo_lumo_gap_ev=9.3 molar_mass_g_mol=713.8
C 3.09497 1.01145 2.45874 0.4 0.4 -0.7
O 1.89806 1.22712 1.66482 -0.3 -0.4 1.4
C 0.69885 1.25560 2.52035 0.9 0.1 -0.2
C 0.23116 2.78274 2.58941 -0.2 -0.2 1.0
C -1.33192 3.06289 2.38654 1.1 2.6 0.4
O -2.09840 1.99256 1.77422 -1.8 -2.4 2.2
C -2.60361 1.09100 2.71455 2.0 0.7 3.6
O -2.29423 1.06137 3.93456 -1.2 0.3 -4.9
O -3.50247 0.09093 2.22479 -0.9 2.4 0.8
C -4.73394 0.09278 2.92823 -1.1 -1.1 -1.2
F -5.74021 -0.23240 1.96323 2.4 0.8 2.4
F -5.10162 1.33134 3.47596 1.1 -3.3 -0.9
F -4.71971 -0.97202 3.84457 -0.4 3.0 -1.6
H 3.98440 1.33727 1.79721 -1.4 -0.5 1.2
H 3.21607 -0.10072 2.69830 -0.2 1.5 0.0
H 3.04953 1.69154 3.36954 0.4 -1.2 -1.1
H -0.03277 0.53040 2.03655 0.7 1.1 0.7
H 0.99943 0.87108 3.56867 -0.8 0.5 -1.7
H 0.49801 3.17316 3.64498 -0.4 -0.5 -1.7
H 0.83983 3.40230 1.85209 -0.9 -1.1 0.8
H -1.77845 3.45022 3.37853 0.4 -1.2 -1.7
H -1.41227 3.96491 1.66934 -0.1 -1.7 1.0
C -2.66642 -5.90652 4.80025 0.2 -0.4 -0.2
N -1.90800 -5.50889 3.63425 0.0 0.5 -0.2
C -1.87398 -4.29005 3.02808 0.5 0.0 -0.2
C -2.71739 -3.19048 3.61434 0.0 0.1 -0.1
O -1.17311 -4.11730 2.03907 -0.1 0.1 0.2
H -1.96601 -6.25056 5.56458 -0.2 0.0 0.2
H -3.32216 -6.73291 4.51763 -0.1 0.1 0.2
H -3.26532 -5.09104 5.20035 0.1 0.0 -0.1
H -1.31791 -6.19700 3.18663 -0.1 0.1 0.1
H -2.58837 -2.28163 3.02756 0.1 -0.2 0.0
H -3.77219 -3.47326 3.58728 0.0 0.1 0.2
H -2.40599 -2.98638 4.64122 -0.2 0.0 0.0
C -0.19269 7.92325 -1.03535 -0.4 -0.3 -0.1
N -0.54121 7.06201 0.07377 0.2 0.1 0.5
C -0.03282 7.06935 1.33669 -0.3 -0.4 0.1
C 1.02782 8.08675 1.66081 0.1 0.1 0.1
O -0.43946 6.26583 2.16600 0.1 0.1 -0.1
H -1.09304 8.45194 -1.35581 0.2 0.2 -0.2
H 0.16623 7.29825 -1.85591 0.1 0.3 -0.1
H 0.57542 8.64672 -0.77014 -0.1 -0.1 0.1
H -1.24758 6.35362 -0.07090 0.1 0.1 0.0
H 1.33515 7.97154 2.70022 -0.1 -0.1 -0.1
H 1.90103 7.93417 1.02253 0.0 0.2 0.0
H 0.63261 9.09608 1.52648 0.2 0.0 -0.1
C -4.29283 -5.73930 -2.41927 -0.3 -0.4 -0.1
N -4.65123 -6.59832 -1.31221 0.1 0.0 0.3
C -4.14835 -6.59419 -0.04538 -0.2 -0.3 0.3
C -3.08373 -5.58373 0.28569 -0.1 -0.1 0.0
O -4.56509 -7.39654 0.78051 0.1 0.1 -0.1
H -5.18930 -5.20551 -2.74443 0.2 0.2 -0.2
H -3.93446 -6.36852 -3.23721 0.1 0.3 -0.1
H -3.52165 -5.01959 -2.15232 -0.1 -0.1 0.1
H -5.36087 -7.30269 -1.46012 0.1 0.1 0.0
H -2.78383 -5.70157 1.32333 -0.2 -0.2 -0.3
H -2.20786 -5.74075 -0.34741 0.0 0.2 0.0
H -3.47215 -4.57186 0.15028 0.2 0.0 -0.1
C 6.13897 5.81188 2.40946 -0.4 -0.1 -0.3
N 5.45457 4.57751 2.72727 0.1 -0.3 0.3
C 5.68140 3.73540 3.77324 -0.3 -0.3 0.0
C 6.77228 4.09979 4.74267 0.1 -0.1 0.1
O 5.00672 2.72098 3.89948 0.3 0.3 0.1
H 5.40301 6.61943 2.39793 0.2 0.2 0.0
H 6.57878 5.71456 1.41468 0.1 0.3 0.1
H 6.92141 6.04642 3.12800 -0.1 -0.2 -0.1
H 4.70836 4.27000 2.11829 0.1 0.1 0.1
H 6.83691 3.33855 5.52035 -0.2 0.0 -0.2
H 7.73252 4.14736 4.22365 0.0 0.2 0.1
H 6.54832 5.05897 5.21510 0.2 0.0 -0.1
C 10.31266 1.20300 1.23981 0.2 -0.1 0.4
N 10.13438 2.35806 2.09283 -0.3 0.5 -0.2
C 9.53180 3.54006 1.79226 0.2 0.1 0.5
C 8.96585 3.70757 0.40775 -0.1 0.1 -0.1
O 9.46318 4.42529 2.63650 -0.1 0.0 -0.2
H 9.82391 0.34841 1.71245 0.0 -0.1 -0.3
H 11.38258 1.00105 1.15442 -0.1 -0.2 -0.2
H 9.89372 1.35468 0.24724 0.0 0.1 0.2
H 10.48990 2.31745 3.03823 0.0 0.0 -0.1
H 8.51862 4.69732 0.31609 0.1 -0.1 0.1
H 9.76085 3.61684 -0.33567 -0.1 -0.1 -0.1
H 8.19098 2.95926 0.22656 0.1 0.0 -0.1
C -7.89195 -3.83243 -4.65881 -0.1 -0.5 -0.1
N -7.13199 -4.22062 -5.82735 0.3 0.3 -0.2
C -6.32753 -3.44446 -6.60414 0.0 -0.4 -0.3
C -6.18270 -1.99242 -6.23473 0.1 0.1 0.0
O -5.75005 -3.93290 -7.56727 -0.1 0.2 0.2
H -7.55719 -4.44140 -3.81611 -0.2 0.2 0.2
H -8.94636 -4.03909 -4.85421 0.0 0.2 0.3
H -7.76854 -2.77913 -4.41580 0.0 -0.1 -0.1
H -7.18072 -5.18225 -6.13517 0.0 0.1 0.0
H -5.51305 -1.50318 -6.94214 -0.1 -0.2 0.0
H -7.15456 -1.49595 -6.27802 0.1 0.0 0.2
H -5.75537 -1.90095 -5.23354 -0.2 0.1 0.0
C -2.70120 -4.37615 -7.71455 -0.3 0.2 0.2
N -2.11854 -3.64462 -6.60929 0.6 0.1 0.0
C -0.83205 -3.22561 -6.46146 -0.2 0.2 0.6
C 0.14091 -3.54300 -7.56539 0.2 0.0 -0.1
O -0.49868 -2.61222 -5.45590 0.1 -0.1 -0.2
H -3.51386 -3.77850 -8.12851 0.0 -0.3 -0.2
H -3.10684 -5.31358 -7.32843 -0.1 0.0 -0.3
H -1.97508 -4.59123 -8.49632 0.0 0.1 0.2
H -2.71308 -3.39644 -5.83076 0.1 0.0 -0.1
H 1.12331 -3.14737 -7.30757 -0.2 0.0 0.1
H 0.22531 -4.62470 -7.69113 0.0 0.1 -0.2
H -0.18579 -3.07803 -8.49818 0.0 -0.2 0.0

No. 2
90
Properties=species:S:1:pos:R:3:forces:R:3 method="wB97M-V/def2-TZVPD" lumo_energy_ev="0.2 / 0.0" homo_lumo_gap_ev="4.6 / 5.2" multiplicity=5 de_lowest_ev=5.8664 molar_mass_g_mol=545.5
P -0.30680 -1.41372 -3.16803 1.4 0.4 -2.0
P -0.47881 2.22211 -4.58773 2.8 -0.1 -4.3
C -1.08728 -0.42578 -4.60712 -0.2 -0.4 0.4
C -0.20252 0.60638 -5.26841 -3.0 0.7 -0.3
H -2.00494 0.03487 -4.19169 0.0 -0.2 -0.1
H -1.40938 -1.13598 -5.38502 -0.1 0.0 0.4
H 1.02801 0.47127 -5.06519 0.9 0.1 0.9
H -0.30683 0.61290 -6.36666 -0.1 0.4 0.4
C -2.07296 2.93225 -5.00641 -0.9 0.1 0.6
H -2.27242 3.79107 -4.36167 -0.2 0.0 -0.1
H -2.87747 2.18783 -4.90606 0.2 0.3 0.1
H -2.04577 3.26939 -6.05131 0.1 -0.2 0.4
C 0.61476 3.15730 -5.75005 -0.4 0.5 -0.4
H 0.04275 3.42038 -6.65020 0.2 -0.1 0.1
H 1.48996 2.57981 -6.06770 -0.3 -0.1 0.3
H 0.98264 4.08284 -5.30215 -0.1 0.0 -0.1
C -1.86990 -2.03036 -2.49344 -1.3 -1.6 -1.2
H -1.71497 -2.50980 -1.47778 -0.3 0.1 0.0
H -1.97876 -3.00392 -2.97479 -0.8 -0.2 -0.2
H -2.74765 -1.39634 -2.70561 0.1 -0.4 0.1
C 0.30958 -2.73523 -4.33685 -0.4 -0.6 0.4
H 0.92492 -2.30373 -5.14275 -0.3 0.1 0.4
H -0.53015 -3.26988 -4.80535 0.2 0.0 0.1
H 0.92990 -3.46267 -3.79986 -0.1 0.1 -0.1
Fe -1.91126 -1.16664 -0.55235 2.4 0.1 2.0
C 1.60608 3.24109 -3.09345 -0.4 1.5 0.1
C 0.31998 2.63965 -3.01257 -2.8 -1.6 1.4
C 0.18937 1.31179 -2.13457 -0.2 1.0 0.4
C 1.38768 0.34801 -1.95614 -0.1 -0.3 0.0
C 1.79068 -0.48282 -3.18465 0.1 0.4 0.7
C 2.17956 0.22828 -4.39192 1.8 -0.5 0.4
C 3.16767 1.36782 -4.08387 0.2 0.1 0.0
C 2.86059 2.54652 -3.07632 1.8 0.0 -1.4
C -0.95569 -2.73193 0.45005 -0.2 -0.8 -0.1
H 1.61010 4.33083 -3.15816 0.1 -0.3 0.1
H -0.46335 3.37741 -2.66371 0.8 -0.5 0.2
H -0.73265 0.75746 -2.45089 0.7 0.5 0.3
H -0.06896 1.65924 -1.13036 0.2 -0.5 -0.3
H 2.21907 0.90417 -1.51114 -0.2 -0.2 0.1
H 1.01949 -0.33914 -1.16935 0.3 0.3 -0.3
H 2.32757 -1.41885 -2.93706 -0.4 0.3 0.0
H 2.67783 -0.46774 -5.11195 -0.1 0.4 0.4
H 3.48496 1.82308 -5.03111 0.0 0.1 0.1
H 4.05233 0.89008 -3.64130 0.2 0.2 -0.2
H 3.14840 2.25134 -2.07771 0.1 -0.1 0.4
H 3.57814 3.33508 -3.34399 0.3 -0.3 0.1
H -1.47118 -3.11098 1.36156 0.0 0.2 -0.8
H 0.07082 -2.49156 0.79374 -0.6 0.3 -0.4
H -0.86484 -3.60307 -0.23974 0.1 0.3 0.5
C -0.70918 3.54558 0.59978 0.1 0.2 -0.3
C -1.60456 2.85707 1.63966 0.1 0.4 0.3
C -1.54894 3.73430 2.92268 -0.2 0.1 -0.1
C -3.03110 2.92040 1.08283 -0.3 0.2 -0.2
P -1.11756 1.02580 1.84457 -0.8 -2.5 -1.9
N -1.08652 0.10784 0.49602 0.6 2.9 1.5
C 0.46449 1.02730 2.92460 -0.1 0.2 0.3
C 0.23261 1.30408 4.43363 0.2 0.1 0.0
C 1.15251 -0.33131 2.77911 0.2 -0.2 0.0
C 1.46296 2.08178 2.41638 0.3 0.1 -0.1
C -2.50943 0.15022 2.78637 0.0 1.1 0.3
C -3.61542 -0.17626 1.77840 -0.1 -0.4 -0.3
C -1.99680 -1.16966 3.32694 0.1 -0.5 0.0
C -3.09337 0.95778 3.95139 -0.4 -0.3 0.2
H -1.18900 4.48370 0.27681 0.0 -0.2 0.1
H -0.59127 2.91472 -0.28390 0.0 0.3 0.2
H 0.27554 3.82797 0.98552 -0.2 -0.2 -0.2
H -1.90596 4.74084 2.65354 0.0 -0.2 -0.1
H -2.20033 3.39030 3.73100 0.2 0.0 -0.2
H -0.53970 3.88191 3.31880 -0.2 -0.2 -0.1
H -3.13683 2.27393 0.20509 0.0 0.0 0.1
H -3.79864 2.67194 1.82181 0.2 -0.1 -0.2
H -3.24957 3.94995 0.75979 0.2 -0.2 0.1
H -0.28563 0.49340 4.95558 0.0 0.2 -0.2
H 1.21863 1.38718 4.91764 -0.1 0.0 -0.2
H -0.28236 2.24917 4.63930 0.0 -0.3 -0.1
H 1.24442 -0.59407 1.71897 0.0 -0.1 0.2
H 2.16076 -0.26741 3.22284 -0.3 0.0 -0.2
H 0.62680 -1.13054 3.30994 0.1 0.1 -0.3
H 1.64328 1.98440 1.33889 -0.1 0.1 0.1
H 1.17566 3.11215 2.65135 0.0 -0.3 -0.1
H 2.43132 1.92444 2.91532 -0.2 -0.1 -0.1
H -3.18650 -0.64709 0.85992 -0.7 0.3 1.1
H -4.18349 0.69355 1.45760 0.0 -0.1 0.0
H -4.30797 -0.89052 2.23306 0.0 0.0 0.0
H -1.24204 -1.05838 4.10429 -0.1 0.0 0.0
H -2.84485 -1.71864 3.76119 0.1 0.1 0.0
H -1.58490 -1.76666 2.51268 0.0 0.2 0.3
H -2.32900 1.17843 4.70584 -0.3 0.1 -0.2
H -3.59605 1.88488 3.64277 0.2 -0.4 0.1
H -3.84850 0.30762 4.42510 0.1 0.3 0.0

No. 3
90
Properties=species:S:1:pos:R:3:forces:R:3 method="wB97M-V/def2-TZVPD" lumo_energy_ev=0.2 homo_lumo_gap_ev=6.6 molar_mass_g_mol=696.9
P -1.06909 -2.36621 -2.21464 0.1 0.3 0.7
P -0.87926 2.17143 -1.95832 0.6 -0.5 -0.2
C -1.62768 -0.55464 -2.50691 -0.1 -0.5 0.0
C -0.61123 0.53628 -2.84779 -0.1 0.2 -0.8
H -2.12236 -0.30004 -1.55315 -0.1 -0.2 -0.4
H -2.35731 -0.61114 -3.32821 -0.2 0.1 0.4
H 0.43562 0.21337 -2.76040 -0.3 0.2 0.1
H -0.64066 0.72171 -3.92119 -0.1 0.0 0.6
C -2.43996 2.75486 -2.75220 -0.4 -0.1 0.6
H -3.17820 2.64006 -1.94101 -0.1 0.2 -0.6
H -2.76454 2.17195 -3.62484 0.2 0.2 0.2
H -2.34972 3.82464 -3.00175 -0.1 -0.4 0.1
C 0.35248 3.28726 -2.77471 0.0 0.2 0.0
H 0.15090 3.47668 -3.83202 0.1 0.0 0.5
H 1.38124 2.91244 -2.67117 -0.3 0.1 0.1
H 0.27684 4.24487 -2.25153 0.1 -0.1 0.1
C -1.62390 -3.56121 -3.48008 -0.1 -0.2 -0.5
H -1.73448 -4.48596 -2.89347 0.0 0.2 -0.3
H -0.90049 -3.75164 -4.27944 -0.2 0.1 -0.1
H -2.60659 -3.31083 -3.89404 0.2 0.0 0.0
C 0.75445 -2.28446 -2.50728 0.4 -0.1 0.4
H 1.07800 -1.49354 -3.18378 -0.1 -0.3 0.1
H 1.17919 -3.22428 -2.86130 -0.3 -0.1 -0.2
H 1.22457 -2.10133 -1.53144 -0.2 -0.4 -0.5
Pb 1.25037 0.13613 -0.48888 -0.7 0.6 3.8
C 0.94164 1.82378 -5.49719 -0.8 0.7 -0.5
C -0.40783 1.91997 -5.48841 0.6 0.8 -0.6
C -1.37223 0.95275 -6.10708 -0.1 0.1 -0.7
C -0.76255 -0.42888 -6.40044 -0.3 0.7 -0.4
C 0.10893 -1.01320 -5.32409 0.6 -1.1 -0.2
C 1.45522 -1.10369 -5.39319 -0.6 -0.6 -0.6
C 2.34808 -0.21950 -6.20595 0.3 0.2 -0.7
C 1.73300 1.14926 -6.57697 0.4 -0.8 -0.4
C 0.28012 -1.73549 0.52350 -0.8 -0.2 -0.2
H 1.56495 2.37802 -4.79477 -0.4 0.3 -0.3
H -0.93774 2.79182 -5.07487 0.5 -0.7 0.5
H -1.79218 1.38037 -7.03298 0.1 -0.2 0.1
H -2.25125 0.85160 -5.44821 0.3 0.0 0.0
H -1.59651 -1.11557 -6.61904 0.3 0.0 0.2
H -0.20260 -0.35597 -7.33650 -0.1 -0.2 0.2
H -0.43402 -1.55020 -4.53070 0.4 0.0 -0.8
H 1.97788 -1.97810 -4.97678 -0.3 0.8 0.7
H 2.68184 -0.71080 -7.14051 -0.1 0.0 0.3
H 3.28184 -0.04590 -5.64888 -0.3 -0.1 0.1
H 2.56201 1.81751 -6.86999 -0.3 -0.1 0.2
H 1.13079 1.03302 -7.48476 0.1 0.2 0.3
H 1.03077 -2.35329 1.04514 -0.1 0.2 -0.2
H -0.37401 -2.37769 -0.11056 0.8 0.3 0.8
H -0.36917 -1.23242 1.25810 0.4 -0.2 -0.4
C 2.27430 2.49424 4.82476 0.7 0.1 0.1
C 2.19333 1.75032 3.47645 -0.8 0.5 0.8
C 2.88316 2.59184 2.38014 0.0 -0.1 0.0
C 2.90887 0.40149 3.58362 0.3 0.0 0.1
P 0.37292 1.43680 3.02041 0.3 -0.8 -5.1
N 0.37587 0.96390 1.47583 0.8 0.2 0.9
C -0.46898 0.17312 4.10821 0.0 -0.2 0.9
C -0.48585 0.55286 5.59996 -0.2 -0.2 0.1
C -1.92373 -0.02667 3.63822 -0.1 -0.1 -0.1
C 0.22173 -1.20253 4.00412 0.1 -0.1 -0.1
C -0.65616 3.01612 2.98018 0.1 0.0 0.9
C -1.05174 3.50685 4.37914 -0.3 0.6 0.0
C 0.13543 4.12588 2.26820 0.0 0.1 -0.1
C -1.92018 2.77880 2.13946 0.0 0.0 -0.2
H 3.34167 2.67250 5.03398 -0.2 0.1 0.1
H 1.86940 1.90792 5.66249 0.2 0.2 -0.3
H 1.77456 3.47486 4.80991 0.2 -0.3 -0.1
H 3.96540 2.41420 2.43589 -0.2 0.1 0.1
H 2.55174 2.30261 1.37522 0.0 0.0 0.3
H 2.71853 3.66596 2.51568 0.0 -0.3 -0.1
H 2.68480 -0.10647 4.52672 0.0 0.1 -0.2
H 2.67302 -0.26017 2.74153 0.0 0.1 0.2
H 3.99109 0.58095 3.57210 -0.1 0.0 0.0
H -0.97396 1.51016 5.79291 0.1 -0.3 0.0
H -1.05466 -0.22641 6.12934 0.1 0.2 0.0
H 0.52070 0.57385 6.02862 -0.2 -0.1 0.0
H -1.97359 -0.14454 2.54885 0.0 0.1 0.2
H -2.32447 -0.95226 4.08379 0.2 0.3 0.0
H -2.58213 0.79102 3.95573 0.2 -0.2 -0.1
H 0.40415 -1.48541 2.96247 0.0 0.1 0.4
H 1.16302 -1.23884 4.56101 -0.3 0.0 -0.2
H -0.43874 -1.96264 4.45291 0.1 0.3 -0.1
H -0.22495 3.49171 5.10465 -0.4 0.0 -0.2
H -1.37497 4.55381 4.26456 0.0 -0.2 0.2
H -1.90580 2.94981 4.78680 0.3 0.1 -0.1
H 0.48662 3.78943 1.28254 0.0 0.0 0.3
H -0.56442 4.96048 2.10344 0.2 -0.1 0.1
H 0.97470 4.50850 2.86546 -0.3 -0.1 -0.2
H -1.66385 2.24455 1.21617 0.0 0.1 0.2
H -2.69408 2.22464 2.67753 0.2 0.2 -0.2
H -2.33056 3.75940 1.85880 0.0 -0.1 0.1